# 1
{
  "formula": "C7H9NO",
  "method": "wB97M-V/def2-TZVPD",
  "symbols": ["O", "N", "C", "C", "C", "C", "C", "C", "C", "H", "H", "H", "H", "H", "H", "H", "H", "H"],
  "xyz": [[0.2711, -0.8167, 1.5446], [1.0943, 0.4270, -1.4217], [-1.4849, 1.0502, 0.1086], [-0.3114, 1.5059, 0.2704], [1.2738, -0.3517, 0.5746], [-0.8722, -1.2830, -0.6434], [-1.7915, -0.3720, -0.2504], [0.6144, -0.9081, -0.8255], [1.0665, 0.9590, -0.0277], [0.2370, 0.8956, -1.7002], [0.6706, -1.1335, 2.6060], [1.9452, 1.4488, 0.1912], [-1.1142, -2.4134, -0.7142], [-0.0325, 2.4513, 1.0831], [-2.3518, 1.6009, 0.2352], [1.2771, -1.6569, -1.2956], [2.2508, -0.5995, 0.4439], [-2.7424, -0.8039, -0.1790]],
  "lowdin_charge": [-0.13, 0.07, -0.11, -0.07, -0.24, -0.04, -0.07, -0.20, -0.34, 0.08, 0.23, 0.11, 0.13, 0.18, 0.08, 0.12, 0.12, 0.08],
  "smiles": "O[C@@H]1[C@@H]2C=CC=C[C@H]1N2",
  "homo_energy_ev": -8.5
}

---

# 2
{
  "formula": "C27H26Cl2FMnN4O4S3",
  "method": "wB97M-V/def2-TZVPD",
  "symbols": ["Mn", "Cl", "Cl", "S", "S", "S", "F", "O", "O", "O", "O", "N", "N", "N", "N", "C", "C", "C", "C", "C", "C", "C", "C", "C", "C", "C", "C", "C", "C", "C", "C", "C", "C", "C", "C", "C", "C", "C", "C", "C", "C", "C", "H", "H", "H", "H", "H", "H", "H", "H", "H", "H", "H", "H", "H", "H", "H", "H", "H", "H", "H", "H", "H", "H", "H", "H", "H", "H"],
  "xyz": [[-0.0858, 0.1967, 0.1945], [-5.3400, -0.4822, -1.5725], [-1.3990, 2.0914, 1.1514], [-2.2795, -0.2805, -0.9220], [-1.9738, -1.7262, 2.7529], [1.0389, -1.3264, 4.1597], [4.4720, 0.4359, -4.9580], [-1.4858, -2.5117, 3.8666], [-1.2165, 2.9369, -2.3377], [-2.7575, -2.3928, 1.7574], [0.3357, 1.7082, -1.3692], [-0.7611, -0.9246, 2.0424], [-0.6795, 2.1114, -4.7897], [-5.3849, 2.5370, 5.1265], [1.1133, 0.4013, 2.2450], [2.3890, -0.2384, 4.0533], [-0.3124, 1.9761, -2.3560], [3.8228, 0.7551, -2.6952], [-5.7021, 1.6720, -0.0344], [-4.7726, 0.7789, -0.5326], [-3.3910, 0.8535, -0.2314], [-4.5650, 1.5815, 4.5284], [-2.5336, 0.2826, 4.5335], [2.3152, -0.8463, -1.6151], [3.1052, 0.3265, -1.5948], [-3.3118, 1.2888, 5.0735], [1.5278, -1.2450, -0.4649], [-0.9732, -0.0183, -3.7787], [-5.2946, 2.7158, 0.7825], [-3.9580, 2.8240, 1.1186], [-5.0070, 0.8614, 3.4193], [-3.0443, 1.9061, 0.6339], [2.2511, 0.5772, 2.9933], [2.3565, -1.5960, -2.8081], [0.3543, -0.5732, 2.7177], [-2.9913, -0.4310, 3.4344], [-4.2219, -0.1380, 2.8730], [-0.1504, 1.2775, -3.6886], [-1.4357, 1.2396, -5.7152], [3.0755, -1.1783, -3.9196], [-1.0931, -0.1858, -5.2911], [3.7932, -0.0038, -3.8521], [-5.9728, 1.0944, 2.9858], [-4.9166, 3.2005, 5.7192], [3.0829, -1.7597, -4.8343], [-1.8472, -0.9132, -5.5893], [3.1126, 0.9177, -0.6864], [-0.1258, -0.4863, -5.7043], [0.0823, 2.5700, -5.2688], [-1.5554, 2.9842, -3.2565], [-6.0117, 3.4368, 1.1525], [-2.9543, 1.8591, 5.9239], [-1.1908, 1.4639, -6.7537], [-1.9589, 0.1242, -3.3310], [1.8126, -2.5330, -2.8471], [4.4057, 1.6679, -2.6705], [3.1849, -0.2777, 4.7787], [-6.7466, 1.5400, -0.2841], [-6.0841, 2.9474, 4.5312], [-3.6079, 3.6176, 1.7664], [-0.4776, -0.8352, -3.2687], [2.9438, 1.3531, 2.6996], [-1.5704, 0.0400, 4.9619], [-2.5046, 1.4161, -5.5666], [-4.5541, -0.7015, 2.0098], [1.1284, -2.2556, -0.5299], [2.0613, -1.0815, 0.4725], [0.9088, 1.0359, -3.8046]],
  "mulliken_spin": [1.00, 0.00, 0.00, 0.00, 0.00, 0.00, 0.00, 0.00, 0.00, 0.00, 0.00, 0.00, 0.00, 0.00, 0.02, 0.00, 0.00, 0.01, 0.00, 0.00, -0.01, 0.00, 0.00, -0.01, 0.00, 0.00, 0.00, 0.00, 0.00, 0.00, 0.00, 0.02, 0.00, -0.01, -0.02, 0.00, 0.00, 0.00, 0.00, 0.00, 0.00, -0.01, 0.00, 0.00, 0.00, 0.00, 0.00, 0.00, 0.00, 0.00, 0.00, 0.00, 0.00, 0.00, 0.00, 0.00, 0.00, 0.00, 0.00, 0.00, 0.00, 0.00, 0.00, 0.00, 0.00, 0.00, 0.00, 0.00],
  "homo_energy_ev": [-4.1, -4.0],
  "charge": -1,
  "spin_multiplicity": 2
}

---

# 3
{
  "formula": "C60H153N7O20",
  "method": "wB97M-V/def2-TZVPD",
  "symbols": ["O", "O", "O", "O", "O", "O", "O", "O", "O", "O", "O", "O", "O", "O", "O", "O", "O", "O", "O", "O", "N", "N", "N", "N", "N", "N", "N", "C", "C", "C", "C", "C", "C", "C", "C", "C", "C", "C", "C", "C", "C", "C", "C", "C", "C", "C", "C", "C", "C", "C", "C", "C", "C", "C", "C", "C", "C", "C", "C", "C", "C", "C", "C", "C", "C", "C", "C", "C", "C", "C", "C", "C", "C", "C", "C", "C", "C", "C", "C", "C", "C", "C", "C", "C", "C", "C", "C", "H", "H", "H", "H", "H", "H", "H", "H", "H", "H", "H", "H", "H", "H", "H", "H", "H", "H", "H", "H", "H", "H", "H", "H", "H", "H", "H", "H", "H", "H", "H", "H", "H", "H", "H", "H", "H", "H", "H", "H", "H", "H", "H", "H", "H", "H", "H", "H", "H", "H", "H", "H", "H", "H", "H", "H", "H", "H", "H", "H", "H", "H", "H", "H", "H", "H", "H", "H", "H", "H", "H", "H", "H", "H", "H", "H", "H", "H", "H", "H", "H", "H", "H", "H", "H", "H", "H", "H", "H", "H", "H", "H", "H", "H", "H", "H", "H", "H", "H", "H", "H", "H", "H", "H", "H", "H", "H", "H", "H", "H", "H", "H", "H", "H", "H", "H", "H", "H", "H", "H", "H", "H", "H", "H", "H", "H", "H", "H", "H", "H", "H", "H", "H", "H", "H", "H", "H", "H", "H", "H", "H", "H", "H", "H", "H", "H", "H", "H", "H", "H", "H", "H", "H"],
  "xyz": [[-2.6784, -1.2017, -4.0628], [-1.7207, 3.0003, -3.7819], [0.0015, -1.7260, 1.1519], [-2.7149, 4.8978, 1.9583], [-7.4604, -0.2523, -3.3200], [0.9737, 6.2305, -1.5602], [-4.8151, 0.1018, -6.9670], [-1.3576, 0.1047, 4.4022], [-3.4215, -6.8554, 1.2945], [4.8479, 2.2551, -1.9320], [3.2677, -2.0798, 4.7495], [8.6807, 3.6465, -0.5942], [-3.7242, 1.0617, 5.6768], [0.8794, 3.4467, -4.6599], [0.2535, -6.4983, 3.9822], [0.4544, -3.3611, -2.9179], [1.7202, -7.3229, -0.1220], [1.3665, 3.2533, 3.1090], [4.4254, 3.4015, 3.6372], [-2.4911, -2.8814, 0.4019], [-2.7655, 1.8056, -6.2475], [-1.1584, -5.1536, 1.9692], [6.0124, 3.4463, 0.3640], [-3.8330, 2.2452, 3.1519], [-4.7276, 0.7490, -3.1569], [1.9874, 3.9374, 0.4240], [2.4055, -4.7278, -1.3721], [-3.1226, 6.2324, 1.8929], [4.1946, 2.4935, 4.6753], [-8.6813, -0.4409, -4.0421], [6.4039, 4.4388, -0.6281], [5.5061, -2.1970, 3.7179], [4.0080, -1.9967, 3.4718], [1.5985, -2.6270, -2.4168], [-3.6501, -2.4621, 1.1041], [-1.0965, -6.3770, 1.1661], [-3.2897, 2.6226, 1.8496], [3.0449, -6.9152, -0.3425], [9.6782, 2.9689, -1.3631], [-7.2620, 1.1562, -2.9884], [1.7863, 4.0881, -1.0033], [-0.6591, -3.0472, -2.1191], [-1.5867, 3.3306, -2.4191], [5.4896, 3.9617, 1.5579], [-3.6173, 0.2387, -2.4085], [2.2040, 5.5237, -1.4763], [-2.8858, 1.3316, -7.6206], [1.6743, -8.7752, -0.2093], [-3.3075, -1.9196, 2.4904], [3.3381, -3.0537, 2.5456], [1.2492, -0.0766, 2.1065], [-2.5155, 3.2659, -6.0618], [-2.4056, -6.5219, 0.3802], [-2.6744, 3.6539, -4.5819], [7.5676, 3.9490, -1.4462], [-3.6073, -0.0030, -7.5596], [5.8682, 0.0867, -1.6183], [-0.4159, -0.6307, 5.2579], [-3.1451, 2.8207, 4.2899], [-3.6321, 4.0164, 1.3952], [0.1432, -4.6842, 2.5753], [-1.5446, -1.5459, -4.8572], [-4.6619, -3.5213, 1.2742], [3.1208, 2.5975, -4.9973], [3.5115, 0.4840, -0.9429], [-2.4440, -0.0581, -3.2801], [-4.7311, 0.4538, 6.4850], [0.1393, 3.0506, 3.7670], [3.1490, -5.3670, -0.2356], [-0.0395, -0.3069, 1.4282], [1.6417, 2.2650, -4.9902], [1.2332, 1.1155, -4.0149], [4.8761, 2.8757, 2.4445], [-3.7388, 2.5287, 5.6241], [-1.0245, -1.9471, 5.7152], [0.9959, -7.4060, 4.7829], [-0.3480, 0.3817, 0.1167], [-5.3814, -1.2136, -6.7408], [1.4979, 4.6517, 2.6618], [2.2520, -3.2699, -1.2044], [0.1180, 0.2083, 6.4750], [1.0501, 4.7294, 1.1883], [1.0224, -5.8040, 3.0947], [-4.6376, -7.0527, 0.5826], [1.2009, 7.5758, -1.7944], [-5.8653, 1.0934, -2.2785], [4.5788, 0.8646, -1.9623], [3.7711, -7.3160, 0.3745], [-3.5633, 3.9853, 0.3031], [-4.8062, 2.8838, 5.6518], [0.0142, 1.9455, 3.7628], [-8.7185, 0.3326, -4.8542], [6.7325, 0.2163, -2.3584], [2.8970, 6.0148, -0.7432], [0.7112, 5.2266, 3.1771], [-2.3144, 6.8614, 2.1841], [-8.6834, -1.4372, -4.5250], [-0.3351, 1.4962, 0.1560], [4.0881, 2.3525, 1.8859], [3.8875, -1.0463, 2.9244], [6.7976, 5.2667, -0.0404], [-3.6812, 3.3512, -4.2375], [-5.2982, -7.8592, 1.0185], [-0.8524, 2.6332, -2.0110], [2.3278, -2.5753, -3.2044], [0.2052, 3.3670, 4.8019], [2.3703, -9.1629, 0.5789], [-2.2687, -7.1493, -0.4690], [10.0091, 3.5690, -2.1758], [-0.3943, -2.4763, 6.5063], [-0.6572, -1.8634, -4.2737], [7.1811, 3.0852, -2.0199], [3.7606, 3.0781, 5.4975], [-0.9616, -1.9760, -2.1975], [-2.6913, -2.6035, 3.1015], [1.4951, -5.1260, -1.4703], [-5.9901, 0.3571, -1.4344], [10.5202, 2.7885, -0.6885], [-3.3461, 1.0096, -1.6806], [9.3000, 1.9846, -1.7672], [0.2071, 1.2120, 6.1862], [-3.4573, 6.4870, 0.8286], [-3.1307, 3.8843, 4.0989], [2.5530, 4.9090, 2.8584], [1.6071, -3.0362, -0.3781], [1.9148, 7.7128, -2.5950], [-3.9838, -0.6335, -1.8401], [-0.5553, -3.2417, -1.0599], [1.3958, -6.4097, 2.2794], [-4.5268, 0.6684, 7.5299], [-4.4109, -7.3109, -0.4747], [0.1938, 0.8480, -4.1805], [4.1858, -5.0627, -0.2577], [-4.2984, -4.3399, 1.9093], [4.2204, 0.6439, -2.9865], [-2.0613, -3.6101, 0.9055], [5.9000, -1.3312, 4.3360], [3.9111, -3.1204, 1.5900], [-4.7666, -4.1070, 0.3798], [3.5175, 2.7665, -4.0209], [-3.1976, 3.8866, -6.6506], [-1.3873, 0.1174, -0.2010], [3.3581, 3.4302, -5.6332], [0.6586, -4.1346, 1.7720], [-0.2702, -6.3271, 0.4037], [1.8504, -5.3925, 3.6715], [-1.6833, -2.3691, -5.5453], [1.9651, -9.0543, -1.2265], [1.6716, 0.1691, -4.2179], [-5.6544, 2.0996, -1.7922], [-3.6955, 1.9514, 1.1532], [5.6952, -0.9715, -1.5419], [-5.2751, -6.2161, 0.6330], [0.7919, 3.9451, -1.3807], [6.7970, 2.8172, 0.4982], [5.5804, 4.7121, -1.3015], [1.4022, -1.5741, -2.2546], [1.0087, 5.7502, 0.7855], [0.3972, -8.0761, 5.3937], [-9.5418, -0.3217, -3.3408], [5.5390, -3.1632, 4.1408], [-1.8974, 1.3112, -8.0708], [2.4892, 3.4162, -1.5271], [-1.9132, -5.3779, 2.6041], [-4.6616, 4.2376, 1.7358], [-3.5423, 1.5296, -5.6921], [0.4319, -0.8511, 4.6458], [5.2077, 2.1505, 5.0129], [1.4159, 1.4016, -3.0213], [1.7177, -6.9054, 5.4393], [3.0939, -0.5367, -1.0093], [-0.8941, -1.9114, 0.8610], [3.9320, 0.5622, 0.0656], [-1.6571, -0.2126, -2.5615], [2.6384, 5.4360, -2.5070], [6.2509, 0.5209, -0.7313], [6.2906, 4.3941, 2.1536], [-3.9583, 6.4597, 2.5904], [4.6711, 4.6657, 1.4564], [-1.2604, -0.6648, -5.4500], [-4.1158, -1.5579, 3.0937], [-0.0014, 3.1580, -4.3405], [0.2662, 8.0943, -2.1107], [0.4076, 0.0574, -0.5754], [-2.1332, 0.3288, 4.9281], [-3.6683, -0.4400, -8.6050], [-7.9914, 1.5258, -2.2524], [-0.6844, 0.1433, 7.2079], [3.7401, -1.5422, 5.4088], [-2.0854, 2.5676, 4.4286], [2.7339, -5.0545, 0.7674], [5.6016, 2.0729, 2.5521], [3.2178, -2.8401, -0.9151], [1.7318, 8.0961, -1.0005], [-2.5415, 4.7192, -4.4515], [3.3737, -4.0240, 2.9887], [-0.9226, -7.2927, 1.7293], [2.2718, -2.6976, 2.4318], [0.6468, -9.0498, -0.0512], [1.5743, 0.9626, 2.4435], [-3.0449, -0.7428, -6.9517], [1.4600, -8.0970, 4.0903], [7.7788, 4.8067, -2.2129], [6.0102, -2.1443, 2.7650], [1.2182, -0.6439, 3.0835], [-7.2114, 1.8282, -3.8423], [-0.0448, -4.0505, 3.4308], [-2.1247, 0.8283, -3.8517], [1.9818, -0.4789, 1.4335], [3.7708, 1.8534, -5.4400], [2.6823, 1.1667, -0.9856], [-1.1838, 4.3402, -2.3636], [-6.1972, -0.9994, -6.0599], [-2.0276, -1.7070, 6.1210], [-2.7116, -1.0499, 2.3585], [-4.5643, -1.8953, -6.3129], [1.2566, 1.9038, -5.9544], [-3.8312, 1.2413, 3.2093], [-2.7441, -5.4935, -0.0434], [-0.7007, 3.5577, 3.3246], [-4.6963, -0.6149, 6.2647], [3.5797, 1.6543, 4.3002], [1.9015, 2.9664, 0.7281], [-2.2095, 2.6225, 1.8117], [-1.5458, -3.6016, -2.5229], [-5.0777, 0.0199, -3.7616], [-2.5483, 3.2659, -1.8199], [0.0214, 4.2935, 1.2407], [5.1177, 2.4635, -1.0203], [-5.6335, -1.6303, -7.7568], [1.0675, -0.1393, 6.8568], [-3.3820, 2.0639, -8.2147], [-5.6335, -3.0903, 1.6167], [3.4119, -7.1779, -1.3885], [-0.8734, -0.0811, 2.1594], [-5.6918, 0.8729, 6.2287], [-1.4956, 3.5783, -6.4801], [-3.2029, 2.9745, 6.4562], [-4.0046, -1.5545, 0.5429], [-1.1640, -2.7407, 4.9496]],
  "lowdin_charge": [-0.16, -0.27, -0.07, -0.21, -0.23, -0.22, -0.20, -0.09, -0.18, -0.09, -0.07, -0.19, -0.26, -0.07, -0.18, -0.18, -0.24, -0.23, -0.20, -0.08, -0.05, -0.03, -0.08, 0.00, -0.04, -0.04, -0.02, -0.11, -0.10, -0.12, -0.20, -0.05, -0.46, -0.20, -0.48, -0.19, -0.19, -0.25, -0.10, -0.19, -0.18, -0.12, -0.08, -0.21, -0.22, -0.19, -0.19, -0.06, -0.04, -0.05, -0.05, -0.17, -0.23, -0.20, -0.24, -0.30, -0.05, -0.42, -0.23, -0.24, -0.14, -0.10, -0.07, -0.05, -0.05, -0.25, -0.08, -0.13, -0.18, -0.47, -0.42, -0.03, -0.26, -0.16, -0.05, -0.08, -0.03, -0.05, -0.15, -0.21, -0.02, -0.19, -0.28, -0.10, -0.15, -0.20, -0.46, 0.12, 0.11, 0.13, 0.08, 0.09, 0.10, 0.13, 0.12, 0.07, 0.09, 0.08, 0.11, 0.11, 0.12, 0.12, 0.10, 0.07, 0.11, 0.09, 0.10, 0.10, 0.07, 0.10, 0.07, 0.11, 0.10, 0.07, 0.09, 0.09, 0.12, 0.09, 0.10, 0.10, 0.04, 0.11, 0.12, 0.12, 0.08, 0.07, 0.12, 0.06, 0.10, 0.09, 0.10, 0.06, 0.11, 0.08, 0.13, 0.06, 0.10, 0.08, 0.06, 0.05, 0.11, 0.08, 0.07, 0.09, 0.12, 0.11, 0.09, 0.09, 0.07, 0.12, 0.10, 0.06, 0.04, 0.08, 0.12, 0.13, 0.09, 0.12, 0.08, 0.09, 0.06, 0.12, 0.10, 0.11, 0.14, 0.07, 0.08, 0.10, 0.05, 0.09, 0.07, 0.03, 0.08, 0.08, 0.13, 0.05, 0.13, 0.09, 0.12, 0.08, 0.08, 0.04, 0.10, 0.06, 0.04, 0.14, 0.12, 0.08, 0.08, 0.09, 0.10, 0.12, 0.11, 0.08, 0.12, 0.05, 0.12, 0.08, 0.08, 0.09, 0.10, 0.08, 0.16, 0.07, 0.08, 0.11, 0.10, 0.10, 0.06, 0.08, 0.05, 0.09, 0.07, 0.08, 0.04, 0.11, 0.13, 0.09, 0.14, 0.05, 0.09, 0.09, 0.09, 0.11, 0.12, 0.10, 0.10, 0.12, 0.03, 0.10, 0.07, 0.10, 0.11, 0.14, 0.12, 0.08, 0.14, 0.12, 0.14, 0.06],
  "homo_energy_ev": -8.3
}

---

Q: Number 1 is which compound?
A: C7H9NO